Record 1
Formula: C14H13F2N3O5S
Source: OMol25
Level of theory: ωB97M-V/def2-TZVPD

Geometry as XYZ:
```
38
Properties=species:S:1:pos:R:3:forces:R:3
C -3.94082 -1.16319 1.27974 -0.11 0.04 0.17
C -2.61405 -1.38646 0.64754 0.08 -0.03 -0.26
N -1.83978 -2.34238 1.16831 -0.07 0.08 0.08
C -2.19525 -0.65821 -0.45558 -0.57 -0.20 0.54
C -0.97715 -1.00704 -1.06245 0.24 -0.30 -0.31
N -0.03371 -1.37729 -1.60630 0.05 -0.13 -0.21
C -2.93500 0.47437 -0.96694 0.14 0.45 -0.25
O -4.12042 0.67945 -0.79625 -0.02 0.04 -0.05
C -2.05838 1.53811 -1.65549 -0.25 -0.10 -0.34
O -1.45518 2.27242 -0.58192 -0.48 0.26 0.14
C -0.16793 2.11176 -0.33167 0.62 0.18 -0.16
O 0.61798 1.51877 -1.02385 -0.32 0.39 -0.08
C 0.21844 2.79424 0.97621 -0.58 -0.26 -0.06
N 1.34511 2.14281 1.59919 0.05 -0.79 -0.16
S 1.32352 0.48066 1.63935 0.80 0.07 0.63
O -0.04631 0.08569 1.49361 -0.09 0.27 -0.20
O 2.02334 0.07932 2.81968 0.22 0.07 -0.11
C 2.30247 -0.20077 0.27631 -0.45 0.23 0.58
C 3.21405 0.49121 -0.49913 0.25 -0.22 -0.25
F 3.44098 1.79618 -0.25683 0.02 0.02 -0.03
C 3.92802 -0.12052 -1.51349 -0.13 0.30 0.17
C 3.73606 -1.47029 -1.75413 -0.14 -0.02 0.21
C 2.85885 -2.20281 -0.97570 -0.06 0.10 0.22
C 2.15723 -1.55341 0.02462 0.48 -0.17 -0.18
F 1.33028 -2.26750 0.80524 -0.02 -0.11 -0.02
H -4.12641 -0.09868 1.40774 -0.02 -0.03 0.01
H -4.00531 -1.66854 2.24060 0.02 -0.05 0.06
H -4.72762 -1.53338 0.62337 0.00 0.02 0.01
H -2.06588 -2.72300 2.07221 -0.03 0.01 -0.10
H -0.87491 -2.39858 0.87967 0.10 -0.05 0.00
H -1.28512 1.10027 -2.29218 -0.11 0.12 0.06
H -2.68601 2.23988 -2.20871 0.08 -0.17 0.11
H -0.63664 2.73874 1.65415 0.06 0.18 -0.17
H 0.45618 3.84275 0.78724 0.01 -0.09 0.03
H 2.24734 2.52815 1.37566 0.21 -0.06 0.03
H 4.61611 0.46653 -2.10017 0.06 0.09 -0.02
H 4.27981 -1.95411 -2.54990 0.05 -0.04 -0.06
H 2.69614 -3.25512 -1.13977 -0.07 -0.09 0.00
```
Forces are in eV/Å.

The molecular weight comes out at 373.34 g mol⁻¹. The calculation puts the LUMO energy at 0.56 eV. As for the SMILES: C/C(N)=C(/C#N)C(=O)COC(=O)CNS(=O)(=O)c1c(F)cccc1F. The value obtained for the HOMO energy is -0.321 hartree. The net charge is 0.

***

Record 2
Formula: C14H13FN4O5PS
Source: OMol25
Level of theory: ωB97M-V/def2-TZVPD

Geometry as XYZ:
```
39
Properties=species:S:1:pos:R:3:forces:R:3
N 2.78874 -3.80861 -1.91018 -2.02 2.32 2.20
P 2.31363 -2.91930 -0.64021 3.09 -1.86 -0.58
O 2.00149 -3.98349 0.74314 -0.05 4.65 -1.42
O 3.58331 -1.80700 -0.08516 -4.40 -1.27 -0.46
C 0.72453 -1.90103 -0.96644 -4.80 2.80 -0.10
C -0.66790 -2.34984 -0.25434 -0.89 2.45 -1.29
C -2.05276 -1.49589 -0.45047 4.49 0.63 -1.91
N -3.39781 -1.82653 0.17984 2.88 5.88 3.96
C -3.53829 -0.85207 1.17075 -2.24 -0.33 -1.62
S -4.11441 0.37938 2.20774 2.38 -4.67 -3.69
C -1.81554 -0.17813 -1.45366 0.22 -2.11 1.14
C -3.01756 0.88573 -1.81686 -1.14 2.68 -0.70
C -4.58866 0.51098 -2.10068 1.53 4.17 -0.20
C -5.60970 1.77341 -2.49932 2.74 0.82 0.41
C -5.14655 3.34134 -2.62047 3.40 -2.83 1.29
C -3.58550 3.71361 -2.28561 -0.71 -4.45 0.22
C -2.56330 2.49060 -1.89650 -2.96 -0.45 -0.81
N -0.42924 -0.02548 -2.00744 -3.14 -0.18 0.97
N 0.72695 -0.71364 -1.85084 -1.44 -3.27 3.18
H 2.12342 -3.63004 -2.69506 0.77 -0.24 0.67
H 1.87767 -3.31694 1.50215 0.43 -1.56 -1.03
H 3.08276 -1.03989 0.35064 0.90 -1.09 -0.37
H -0.64059 -3.30373 0.44789 -0.19 2.20 -1.65
H -4.96701 -0.59594 -2.02552 0.77 2.50 -0.22
H -6.75763 1.54427 -2.73401 2.95 0.38 0.63
H -5.86071 4.23168 -2.92919 1.45 -2.34 0.74
H -3.11426 4.80322 -2.32380 -1.36 -2.62 0.06
H -1.43479 2.76241 -1.65889 -2.64 -0.61 -0.48
H -0.34395 0.81031 -2.66731 0.02 -1.58 1.13
C 4.71895 1.52078 3.67452 0.62 1.15 0.53
C 5.13088 0.08882 3.63588 0.77 -0.45 0.90
O 3.95858 -0.58047 3.23012 -0.69 0.77 -1.12
C 3.28094 0.32241 2.46704 -1.09 0.06 -0.69
O 2.36317 0.03300 1.71750 1.40 0.45 1.08
O 3.76046 1.59216 2.63810 -0.91 -1.43 -0.65
F 5.46634 -0.34996 4.86981 0.09 -0.11 -0.12
H 4.24910 1.80099 4.62326 0.11 -0.25 -0.04
H 5.55464 2.19928 3.48307 -0.26 -0.08 -0.14
H 5.94061 -0.12642 2.93052 -0.05 -0.12 0.17
```
Forces are in eV/Å.

The molecular weight comes out at 399.32 g mol⁻¹. The calculation puts the LUMO energy at -5.24 eV. The value obtained for the HOMO energy is -0.440 hartree. The net charge is +1.

***

Record 3
Formula: C14H13MnN2O9
Source: OMol25
Level of theory: ωB97M-V/def2-TZVPD

Geometry as XYZ:
```
39
Properties=species:S:1:pos:R:3:forces:R:3
Mn 0.61240 -0.69430 -0.94860 -2.08 3.53 -0.58
O -1.92620 1.96610 0.54570 0.89 -0.20 0.46
C -1.51330 1.05630 -0.10730 -3.71 0.17 -2.45
O -0.40620 0.40480 0.08240 3.44 -1.78 1.36
C -2.34420 0.48660 -1.31540 0.46 0.34 1.26
C -2.36680 -1.05660 -1.23810 -1.40 0.33 0.62
C -3.45270 -1.58990 -2.18130 0.17 -0.23 0.26
C -2.81070 -1.34350 -3.55590 0.33 -0.19 -0.08
C -1.45980 -0.74310 -3.15540 -0.37 0.72 -1.38
O -1.15120 -1.40460 -1.91670 1.50 -0.26 0.71
C -1.68020 0.71160 -2.68950 1.17 0.48 -0.35
C -0.28750 1.42880 -2.63360 -3.96 0.27 -1.06
O -0.14910 2.54340 -3.03950 0.88 -0.20 0.31
O 0.64880 0.66170 -2.15750 3.22 -1.81 1.05
H -3.32900 0.94860 -1.24590 0.08 -0.17 -0.05
H -2.37690 -1.47740 -0.23200 0.09 0.03 -0.13
H -4.39560 -1.06570 -2.05440 0.00 0.03 0.11
H -3.62110 -2.65050 -2.00440 -0.02 0.02 0.01
H -3.38500 -0.65760 -4.17420 0.09 0.02 -0.04
H -2.66580 -2.26880 -4.10950 -0.05 0.00 0.00
H -0.65350 -0.88470 -3.87730 -0.08 -0.03 0.19
H -2.29880 1.31100 -3.35800 0.03 -0.21 0.04
C 2.83300 2.28210 -0.16980 -0.09 0.31 -0.08
C 3.17460 0.87080 0.06730 -0.34 0.17 -0.16
N 2.38190 -0.17110 -0.16180 0.04 -0.24 0.04
C 3.07460 -1.30090 0.20210 0.57 -0.05 0.19
C 4.31940 -0.93440 0.65640 -0.51 -0.75 -0.12
N 4.34940 0.42760 0.55400 -0.20 -0.30 -0.02
C 5.49930 -1.70500 1.19080 -0.52 0.55 -0.21
O 5.33430 -2.99760 1.32830 0.18 -0.64 0.14
O 6.49720 -1.10600 1.47000 0.03 -0.01 0.01
C 2.35020 -2.57070 -0.03510 2.61 0.41 1.16
O 2.76820 -3.65740 0.26310 -0.77 0.28 -0.37
O 1.20190 -2.28800 -0.62810 -1.74 -1.01 -0.80
H 1.78730 2.36560 -0.45850 0.08 0.03 0.02
H 3.44950 2.68920 -0.97130 -0.01 0.03 -0.04
H 3.00500 2.87830 0.72540 -0.01 0.00 0.03
H 5.16370 0.97450 0.81270 -0.08 0.03 0.00
H 4.47020 -3.37560 1.05660 0.10 0.34 -0.06
```
Forces are in eV/Å.

The molecular weight comes out at 408.20 g mol⁻¹. The calculation puts the LUMO energy (spin up / spin down) at -7.82 / -6.85 eV. The multiplicity is 2. The value obtained for the HOMO energy (spin up / spin down) is -0.502 / -0.503 hartree. The net charge is +1.

***

Record 4
Formula: C14H13N7O4
Source: OMol25
Level of theory: ωB97M-V/def2-TZVPD

Geometry as XYZ:
```
38
Properties=species:S:1:pos:R:3:forces:R:3
C -3.19032 0.64754 2.13592 -1.43 -0.60 0.59
C -1.94006 -0.09886 2.39714 1.60 1.44 0.15
C -1.84104 -1.49656 1.94656 -0.66 -0.94 -0.67
N -0.90748 0.55513 2.93376 -0.77 -1.62 -1.81
C 0.48372 0.27242 2.67373 1.40 -0.79 -0.45
C 1.38463 1.33892 2.43867 -0.53 -0.04 0.07
C 2.69844 1.08349 2.04942 -0.22 -0.55 0.26
C 3.13782 -0.23775 1.87438 -0.59 0.10 -0.02
C 2.24553 -1.29661 2.07952 0.26 0.39 0.31
C 0.95562 -1.04252 2.54807 -0.34 0.05 0.07
H -3.99260 -0.06218 1.95144 -0.06 -0.08 0.07
H -3.51916 1.30437 2.95429 0.18 -0.20 -0.39
H -3.12050 1.29716 1.24948 0.47 -0.29 0.32
H -2.83354 -1.82797 1.59773 0.46 0.21 0.10
H -1.13359 -1.66702 1.11510 -0.09 0.26 0.43
H -1.56593 -2.16136 2.77578 -0.03 0.30 -0.17
H 1.05167 2.37022 2.58527 0.33 -0.47 -0.27
H 3.38173 1.91785 1.90568 -0.18 -0.18 0.02
H 4.16740 -0.43609 1.59679 -0.15 0.02 -0.09
H 2.56118 -2.32935 1.91490 -0.05 0.36 0.21
H 0.31679 -1.87378 2.85271 0.52 0.38 -0.24
O 0.64183 6.51433 3.87194 -0.26 -1.82 0.90
N 0.70418 5.55861 4.66171 0.97 1.05 1.05
O 1.33532 5.62875 5.74479 -0.92 -0.27 -1.53
C 0.06390 4.28896 4.36981 0.68 0.77 0.39
C 0.34019 3.15705 5.15380 -0.28 0.94 -0.82
C -0.19256 1.94377 4.79742 0.01 -1.17 1.26
N -0.12817 0.84258 5.74306 0.53 0.33 1.11
O 0.52607 0.98976 6.79817 -0.90 -0.19 -1.77
O -0.74782 -0.21616 5.49207 0.41 1.14 -0.21
C -1.16321 1.73964 3.67418 -0.97 2.45 1.21
N -1.16946 2.94981 2.83094 -0.51 0.86 -0.28
N -2.01743 3.11222 1.74450 0.10 0.21 0.30
N -2.11736 4.37038 1.51649 1.04 -0.69 1.08
N -1.38695 5.09717 2.40564 0.48 -0.93 0.57
C -0.80434 4.20379 3.23838 -0.59 0.05 -1.07
H 0.97485 3.24204 6.03722 -0.26 -0.01 -0.31
H -2.16743 1.67997 4.13503 0.37 -0.45 -0.37
```
Forces are in eV/Å.

The molecular weight comes out at 343.30 g mol⁻¹. The calculation puts the LUMO energy at -1.84 eV. The value obtained for the energy relative to the best compared isomer or geometry (same formula, charge and spin) is 0.0 kcal per mole. The value obtained for the HOMO energy is -0.296 hartree. The net charge is 0.

***

Record 5
Formula: C14H14BCl36N4O
Source: OMol25
Level of theory: ωB97M-V/def2-TZVPD

Geometry as XYZ:
```
70
Properties=species:S:1:pos:R:3:forces:R:3
C -5.53958 2.31534 -2.72255 0.17 0.07 0.08
N -4.48377 1.91405 -3.68142 -0.48 -0.11 0.01
C -4.75246 2.32761 -5.07589 -0.04 0.04 0.02
B -4.22702 0.49171 -3.60066 0.32 -0.08 0.08
O -5.15001 -0.43919 -3.99303 0.16 0.38 -0.62
C -2.86169 -0.07720 -2.95277 -0.41 0.43 -0.01
C -1.88506 0.97080 -2.37993 0.88 -0.40 -0.19
N -1.76503 0.61538 -0.94768 -0.74 0.45 -0.07
C -2.55112 -0.43110 -0.68668 -0.25 -0.47 0.48
N -2.64636 -0.97580 0.52698 -0.12 0.31 -0.15
N -3.22639 -0.86788 -1.74059 0.53 -0.07 -0.29
H -5.10018 2.56169 -1.75333 0.00 -0.02 0.03
H -6.04326 3.20775 -3.08780 0.04 0.05 0.04
H -6.30640 1.54699 -2.56888 -0.04 0.01 -0.07
H -3.93889 2.94896 -5.45055 -0.01 0.03 0.00
H -4.86749 1.47860 -5.75606 -0.02 -0.03 0.02
H -5.67676 2.90150 -5.13366 0.00 0.01 -0.02
H -4.81552 -1.16457 -4.52976 -0.12 -0.35 0.37
H -2.33339 -0.71312 -3.66656 0.02 -0.15 0.11
H -2.17129 2.00807 -2.53613 -0.41 -0.07 0.16
H -0.90096 0.84101 -2.83069 0.03 0.09 -0.01
H -1.82653 1.36315 -0.26727 0.41 -0.07 0.07
H -3.45126 -1.51275 0.79903 0.07 -0.16 -0.11
H -1.88673 -0.86134 1.17980 -0.09 0.11 0.03
H -3.47819 -1.84116 -1.81514 -0.19 0.04 0.06
C 1.22034 -1.45354 0.05790 -0.06 0.09 -0.06
Cl 1.48952 0.27917 -0.09466 0.10 -0.02 0.00
Cl 2.73695 -2.31360 0.10257 0.00 -0.03 -0.02
Cl 0.32220 -1.76783 1.56338 0.18 -0.07 0.12
Cl 0.24574 -2.02372 -1.32043 0.06 -0.08 -0.01
C 5.43245 1.36613 0.56704 -0.08 -0.04 -0.07
Cl 4.20384 2.64472 0.70818 0.05 -0.12 -0.06
Cl 7.01556 1.99976 0.97335 0.08 -0.07 -0.07
Cl 5.00628 0.05471 1.66608 0.02 0.01 0.06
Cl 5.43455 0.76652 -1.09626 -0.01 -0.02 -0.02
C -8.87954 -1.88107 -4.09690 -0.02 -0.09 0.05
Cl -8.28099 -0.29143 -4.54463 0.01 -0.03 -0.14
Cl -7.53697 -3.04605 -4.09277 0.02 0.00 -0.02
Cl -9.58305 -1.83112 -2.47088 0.04 -0.05 -0.03
Cl -10.09961 -2.40775 -5.24711 -0.02 -0.01 -0.02
C 4.92657 -3.06412 4.08004 0.00 -0.01 0.00
Cl 3.64554 -1.83951 4.14995 -0.04 -0.02 -0.03
Cl 6.45287 -2.34376 4.56248 0.00 0.08 0.04
Cl 4.51538 -4.39343 5.16142 0.00 -0.03 0.04
Cl 5.06302 -3.67821 2.42516 0.03 -0.03 0.00
C 6.88321 5.52262 3.77162 0.02 0.00 -0.01
Cl 8.55461 5.22095 3.28648 0.02 0.00 0.00
Cl 6.65213 5.01021 5.44341 0.00 -0.01 0.02
Cl 6.52622 7.24312 3.62392 -0.01 0.02 0.00
Cl 5.80278 4.59973 2.71899 -0.06 0.17 0.14
C 10.13451 -3.66764 5.30724 -0.06 -0.02 0.04
Cl 10.31733 -1.91016 5.25049 -0.01 0.03 0.00
Cl 11.71890 -4.42189 5.48068 0.02 0.00 0.00
Cl 9.11673 -4.10615 6.68309 -0.01 -0.01 0.02
Cl 9.37021 -4.22249 3.81850 0.05 -0.02 -0.13
C -9.88825 3.13091 -2.58030 0.03 0.01 -0.02
Cl -9.05831 3.36433 -4.13192 0.00 0.00 -0.02
Cl -11.53986 3.71641 -2.70986 -0.02 0.01 0.01
Cl -9.88655 1.41351 -2.18102 -0.09 0.16 0.14
Cl -9.02910 4.03158 -1.32501 0.02 0.01 0.01
C 0.33546 4.62988 1.19486 -0.03 -0.09 0.02
Cl 1.99741 4.97821 0.74819 -0.01 0.18 -0.01
Cl -0.66767 6.05380 0.98835 -0.01 0.01 -0.01
Cl -0.26431 3.32487 0.12084 0.05 0.08 -0.06
Cl 0.26186 4.06525 2.85836 0.00 -0.01 0.04
C 8.24677 -8.27288 4.65091 -0.03 -0.01 0.01
Cl 6.99995 -7.02113 4.75737 0.00 0.05 0.00
Cl 9.80244 -7.60365 5.13804 0.03 0.00 0.03
Cl 7.81756 -9.61076 5.71773 0.00 -0.03 0.01
Cl 8.35067 -8.85298 2.98634 0.00 0.00 -0.02
```
Forces are in eV/Å.

The molecular weight comes out at 1541.41 g mol⁻¹. The calculation puts the LUMO energy at -2.66 eV. The value obtained for the HOMO energy is -0.424 hartree. The net charge is +1.

***

Record 6
Formula: C14H14BF9N6OV
Source: OMol25
Level of theory: ωB97M-V/def2-TZVPD

Geometry as XYZ:
```
46
Properties=species:S:1:pos:R:3:forces:R:3
C -0.50069 2.05535 -0.26935 0.40 0.88 -0.53
N -0.51068 1.05555 -1.20481 0.23 0.24 -0.77
N -0.10442 1.61691 -2.43598 -0.09 0.69 0.19
C 0.13809 2.92124 -2.24329 -0.34 -1.76 -0.42
C -0.10660 3.24358 -0.89685 -0.54 -1.23 1.26
B 0.16455 0.65612 -3.64225 0.34 0.16 -0.07
N 1.28178 -0.31463 -3.12265 0.26 -0.42 0.08
N 0.99107 -1.14236 -2.01521 0.12 0.63 -0.82
C 2.15698 -1.77738 -1.65645 1.15 0.87 -1.30
C 3.18578 -1.35127 -2.51970 -2.01 -0.38 1.10
C 2.58653 -0.43660 -3.41872 -1.37 -0.46 0.91
V -0.70226 -0.80890 -1.28225 2.42 0.56 3.11
N -1.15030 -0.18560 -3.81517 0.10 0.03 0.10
N -1.65388 -0.93978 -2.67937 -1.62 0.65 -4.94
C -2.80432 -1.54976 -3.17141 -1.44 -1.07 0.10
C -3.02858 -1.20743 -4.49231 -0.42 -0.96 1.78
C -1.97097 -0.35818 -4.84538 1.52 0.72 0.61
H -3.37186 -2.21416 -2.47428 0.31 0.63 -0.96
H -1.73458 0.13936 -5.78906 -0.17 -0.13 0.11
H -3.84433 -1.53177 -5.11918 -0.14 -0.07 -0.06
H 0.47355 1.22834 -4.64789 -0.13 -0.17 0.35
H 2.99720 0.11810 -4.23539 0.34 0.24 -0.40
H 0.47431 3.51547 -3.07329 0.11 0.36 -0.15
H 4.19938 -1.65556 -2.49795 0.83 -0.30 -0.01
H -0.00554 4.20176 -0.43978 0.02 0.51 0.25
H 2.15336 -2.47788 -0.84436 0.27 -0.26 0.19
H -0.77461 1.82980 0.75188 0.00 0.30 0.16
H -1.24786 -3.14448 0.37548 -0.08 0.20 0.40
C -1.25390 -2.18990 0.93802 -0.08 0.17 -0.15
H -0.34824 -1.84374 1.46824 -0.20 -0.02 0.16
H 1.80305 -0.55270 3.11368 -0.49 0.44 0.22
H -2.18873 -1.59909 1.02590 0.26 -0.34 0.21
F -0.57655 2.20366 3.39987 -0.25 -0.95 0.26
C -0.84162 1.04733 4.06241 -0.70 1.24 1.42
F -1.50081 1.35510 5.20963 1.11 -0.66 -1.78
F -1.67379 0.32762 3.26855 0.11 0.16 -0.14
C 0.46435 0.24855 4.31039 0.07 -0.08 0.00
O 0.93554 -0.09854 3.01324 0.30 -0.57 0.00
C 1.55603 1.10043 5.02928 1.28 1.09 1.48
F 1.17852 1.50223 6.26707 0.28 -0.60 -1.81
F 2.69420 0.35155 5.14324 -1.28 0.58 -0.29
F 1.88132 2.19467 4.29911 -0.48 -1.05 0.45
C 0.19519 -1.06478 5.11644 0.18 -0.92 1.88
F -0.05701 -0.84226 6.43033 0.30 -0.17 -2.08
F -0.84866 -1.75320 4.59106 0.54 0.43 0.05
F 1.29004 -1.87276 5.01851 -1.04 0.79 -0.13
```
Forces are in eV/Å.

The molecular weight comes out at 515.04 g mol⁻¹. The calculation puts the LUMO energy (spin up / spin down) at -18.91 / -19.02 eV. The multiplicity is 2. The value obtained for the HOMO energy (spin up / spin down) is -0.811 / -0.808 hartree. The net charge is +4.

***

> What is the formula in the fifth record?

C14H14BCl36N4O

***

> What is the molecular weight in the fifth record?

1541.41 g mol⁻¹

***

> Which value of molecular weight does entry 1 give?

373.34 g mol⁻¹